[1]
Computed, not measured: C10H34O7 as an isolated structure in a non-equilibrium geometry, with ωB97M-V with the def2-TZVPD basis set.

Geometry (Å):
C -9.11 9.32 -3.48
O -9.98 9.36 -2.35
H -8.59 8.38 -3.70
H -9.60 9.67 -4.39
H -8.30 10.03 -3.36
H -9.72 10.15 -1.87
C -5.96 7.11 -3.21
O -7.13 7.69 -2.63
H -5.46 7.77 -3.92
H -5.23 6.67 -2.54
H -6.32 6.20 -3.69
H -6.90 8.54 -2.27
C -8.07 12.76 -0.81
O -6.76 12.35 -0.55
H -8.30 13.72 -0.35
H -8.04 12.85 -1.90
H -8.77 11.96 -0.58
H -6.58 12.06 0.35
C -6.73 10.69 -2.19
O -6.35 9.37 -2.73
H -6.38 11.57 -2.73
H -7.80 10.84 -2.13
H -6.34 10.72 -1.17
H -5.55 9.49 -3.26
C -6.04 13.66 -3.60
C -5.70 12.69 -4.72
C -6.26 13.00 -6.11
O -4.28 12.38 -4.79
H -7.08 13.77 -3.30
H -5.69 14.64 -3.91
H -5.40 13.44 -2.75
H -6.26 11.85 -4.31
H -5.68 13.79 -6.59
H -7.19 13.56 -6.06
H -6.32 12.19 -6.83
H -4.09 11.64 -5.37
C -8.45 9.12 0.34
C -7.74 8.20 -0.69
C -6.75 7.26 -0.02
O -8.72 7.39 -1.24
H -7.70 9.65 0.93
H -8.91 8.35 0.96
H -9.20 9.72 -0.16
H -7.11 8.77 -1.38
H -6.04 7.81 0.60
H -6.23 6.64 -0.75
H -7.20 6.51 0.63
H -9.24 7.99 -1.78
O -5.15 10.15 -3.97
H -5.03 10.40 -4.89
H -4.25 10.03 -3.65

Calculated values
- energy above the lowest of the compared OMol25 structures with the same formula, charge and spin (kJ/mol) = 1512.7
- Kohn-Sham gap (eV) = 6.9
- calculated total energy (hartree) = -927.49603
- E_HOMO (Eh) = -0.2616
- largest force on an atom (hartree/bohr) = 0.26692
- molecular weight (g mol⁻¹) = 266.38

[2]
Computed, not measured: C10H35Ag3O12P as an isolated structure in a non-equilibrium geometry, with ωB97M-V with the def2-TZVPD basis set.

Geometry (Å):
Ag -43.81 8.20 10.43
Ag -45.95 10.46 8.62
Ag -46.16 12.86 12.17
P -45.09 10.50 11.33
O -46.35 11.19 10.74
O -44.45 11.62 12.17
O -44.24 10.21 10.03
O -45.20 9.08 11.92
C -44.98 5.97 7.13
C -45.92 6.90 7.86
C -47.00 6.18 8.69
O -45.33 7.91 8.62
H -45.51 5.11 6.72
H -44.32 5.54 7.89
H -44.38 6.48 6.38
H -46.41 7.45 7.03
H -47.72 5.80 7.96
H -47.56 6.87 9.31
H -46.61 5.38 9.31
C -48.38 8.10 11.84
O -47.25 7.35 12.22
H -48.90 8.46 12.74
H -48.24 9.04 11.30
H -49.07 7.50 11.24
H -46.49 7.96 12.10
C -43.74 13.89 9.92
O -45.07 13.98 10.44
H -43.29 14.88 9.86
H -43.09 13.21 10.46
H -43.76 13.49 8.90
H -45.67 14.13 9.70
C -44.18 4.80 11.06
O -44.46 6.17 11.40
H -45.10 4.21 11.12
H -43.81 4.74 10.04
H -43.47 4.35 11.76
H -45.25 6.23 11.95
C -47.47 10.94 14.40
O -47.85 12.12 13.67
H -46.89 10.40 13.65
H -46.86 11.12 15.29
H -48.27 10.27 14.71
H -48.71 12.43 14.00
C -44.37 9.15 15.62
O -44.38 8.40 14.39
H -44.29 10.21 15.36
H -45.28 8.93 16.18
H -43.45 8.93 16.15
H -44.92 8.87 13.74
C -41.20 12.50 12.90
O -41.92 11.25 12.88
H -41.07 12.89 13.91
H -40.23 12.39 12.41
H -41.81 13.15 12.28
H -42.88 11.39 12.72
C -41.31 7.68 12.61
O -42.23 8.59 11.98
H -41.51 7.57 13.68
H -41.50 6.74 12.11
H -40.26 7.95 12.46
H -42.25 9.42 12.48

Calculated values
- total charge = +2
- expectation value of S² = 3.77
- Kohn-Sham gap (spin up / spin down) (eV) = 7.7 / 4.6
- calculated total energy (hartree) = -2086.39100
- 2S+1 = 4
- E_HOMO (spin up / spin down) (Eh) = -0.5394 / -0.5393
- largest force on an atom (hartree/bohr) = 0.04902
- molecular weight (g mol⁻¹) = 701.96

[3]
Computed, not measured: a 7-piece molecular cluster, C10H35NO7 overall in a non-equilibrium geometry, with ωB97M-V with the def2-TZVPD basis set.

Geometry (Å):
C 0.90 -0.20 2.54
O 0.86 -0.92 3.74
C 0.44 -2.26 3.51
C 0.71 -3.12 4.72
C 0.24 -4.55 4.48
N 0.06 -2.58 5.89
H 1.00 0.88 2.70
H 0.02 -0.34 1.93
H 1.85 -0.39 2.03
H -0.60 -2.24 3.16
H 1.04 -2.66 2.67
H 1.81 -3.17 4.85
H 0.62 -5.00 3.56
H -0.85 -4.56 4.51
H 0.59 -5.23 5.26
H 0.25 -3.13 6.71
H 0.37 -1.63 6.08
C -2.05 -0.23 -4.40
O -1.40 -1.29 -3.71
H -1.34 0.32 -5.04
H -2.97 -0.60 -4.85
H -2.37 0.52 -3.66
H -0.69 -0.93 -3.17
C 0.88 -2.68 -1.68
O 1.40 -2.22 -2.92
H 1.40 -3.60 -1.39
H 1.07 -2.07 -0.79
H -0.20 -2.81 -1.80
H 1.06 -2.81 -3.60
C -4.23 3.93 -1.25
O -3.35 3.81 -0.15
H -3.98 4.79 -1.87
H -4.18 3.05 -1.90
H -5.23 4.01 -0.85
H -2.44 3.87 -0.48
C 0.48 4.61 -1.72
O -0.62 4.09 -0.94
H 0.22 4.44 -2.77
H 0.62 5.67 -1.53
H 1.38 4.09 -1.39
H -0.32 3.28 -0.51
C 3.24 0.56 -1.52
O 2.57 1.58 -2.27
H 3.21 -0.45 -1.93
H 4.30 0.82 -1.39
H 2.83 0.52 -0.51
H 3.01 1.60 -3.13
C -0.59 0.63 -0.92
O 0.37 1.47 -0.21
H -0.57 0.84 -1.99
H -0.37 -0.41 -0.69
H -1.53 1.05 -0.55
H 1.10 1.61 -0.83

Calculated values
- energy above the lowest of the compared OMol25 structures with the same formula, charge and spin (kJ/mol) = 25.5
- Kohn-Sham gap (eV) = 9.5
- calculated total energy (hartree) = -983.29473
- E_HOMO (Eh) = -0.3363
- largest force on an atom (hartree/bohr) = 0.03585
- SMILES = COC[C@H](C)N.CO.CO.CO.CO.CO.CO
- molecular weight (g mol⁻¹) = 281.39

[4]
Computed, not measured: a 8-piece molecular cluster, C10H36O13 overall in a non-equilibrium geometry, with ωB97M-V with the def2-TZVPD basis set.

Geometry (Å):
O 2.28 13.50 18.33
C 1.05 13.28 17.67
C 1.18 13.52 16.15
O 0.17 12.86 15.41
H 2.40 14.45 18.47
H 0.76 12.24 17.86
H 0.24 13.91 18.07
H 2.14 13.09 15.86
H 1.09 14.59 15.94
H 0.25 11.91 15.55
O 0.86 18.10 22.32
C 1.08 19.14 23.34
C 0.93 18.50 24.69
O -0.29 17.74 24.71
H -0.09 17.95 22.29
H 2.09 19.44 23.09
H 0.22 19.79 23.19
H 0.85 19.24 25.49
H 1.73 17.77 24.89
H -0.59 17.61 25.61
O 4.62 17.55 22.08
C 5.07 16.25 22.40
C 3.85 15.35 22.66
O 4.06 14.05 22.13
H 4.39 18.08 22.84
H 5.61 15.83 21.56
H 5.72 16.24 23.27
H 2.92 15.79 22.29
H 3.76 15.27 23.76
H 3.54 13.41 22.62
O -0.75 17.59 18.16
C -0.02 18.82 18.01
C -0.21 19.68 19.26
O -1.58 19.89 19.53
H -0.31 17.07 18.85
H 0.99 18.52 17.77
H -0.47 19.37 17.18
H 0.22 20.66 19.06
H 0.34 19.22 20.09
H -1.92 19.01 19.75
O 0.45 14.93 22.83
C 0.25 13.68 22.19
C -1.19 13.41 21.81
O -1.69 14.50 21.00
H -0.25 15.01 23.49
H 0.76 13.73 21.22
H 0.71 12.85 22.74
H -1.85 13.37 22.68
H -1.31 12.50 21.23
H -1.02 15.19 21.03
O 3.61 15.80 19.22
H 4.23 15.31 18.66
H 3.81 15.51 20.12
O 0.93 16.30 20.00
H 1.63 16.80 19.56
H 1.07 16.46 20.94
O 3.61 18.66 19.59
H 3.86 18.39 20.49
H 3.63 17.83 19.09

Calculated values
- energy above the lowest of the compared OMol25 structures with the same formula, charge and spin (kJ/mol) = 83.2
- Kohn-Sham gap (eV) = 9.5
- calculated total energy (hartree) = -1380.62226
- E_HOMO (Eh) = -0.3462
- largest force on an atom (hartree/bohr) = 0.05736
- SMILES = OCCO.OCCO.OCCO.OCCO.OCCO.O.O.O
- molecular weight (g mol⁻¹) = 364.38

[5]
Computed, not measured: a 8-piece molecular cluster, C10H37N13O8 overall in a non-equilibrium geometry, with ωB97M-V with the def2-TZVPD basis set.

Geometry (Å):
C -1.16 -2.00 -0.03
O -2.50 -2.28 0.42
C -3.39 -2.16 -0.64
C -4.80 -2.54 -0.16
C -5.84 -2.77 -1.26
N -5.40 -1.73 0.88
H -0.39 -2.22 0.70
H -0.90 -0.98 -0.32
H -0.98 -2.67 -0.87
H -3.35 -1.12 -0.98
H -3.04 -2.60 -1.57
H -4.63 -3.50 0.32
H -5.35 -3.19 -2.14
H -6.26 -1.87 -1.70
H -6.70 -3.38 -0.96
H -4.71 -1.46 1.57
H -6.11 -2.30 1.33
N -0.27 2.20 3.51
C -1.47 2.03 4.01
N -1.85 0.77 3.89
O -2.10 2.92 4.59
H 0.06 1.63 2.75
H 0.20 3.07 3.70
H -2.78 0.56 4.21
H -1.27 0.05 3.49
N 5.24 1.74 -2.40
C 3.97 1.99 -2.38
N 3.29 1.06 -1.86
O 3.49 2.99 -2.99
H 5.89 2.42 -2.76
H 5.60 0.91 -1.95
H 2.29 1.17 -2.00
H 3.66 0.14 -1.68
N 3.20 -1.93 -1.63
C 4.46 -2.07 -1.75
N 5.15 -1.74 -0.71
O 5.08 -2.25 -2.82
H 2.87 -1.72 -0.70
H 2.76 -1.71 -2.51
H 4.66 -1.65 0.17
H 6.16 -1.76 -0.73
N 3.38 0.41 2.53
C 3.53 -0.85 2.25
N 4.39 -1.52 3.07
O 2.81 -1.37 1.37
H 2.62 0.84 2.02
H 4.04 1.02 3.00
H 4.50 -2.51 2.93
H 4.75 -1.03 3.88
N -0.78 2.59 -2.91
C 0.10 1.62 -2.64
N 0.44 0.91 -3.68
O 0.47 1.39 -1.50
H -1.11 2.66 -3.87
H -1.22 3.08 -2.15
H 1.16 0.20 -3.66
H -0.04 1.27 -4.49
N -3.86 2.80 1.01
C -2.79 2.58 0.34
N -2.29 1.31 0.54
O -2.37 3.46 -0.40
H -4.39 3.65 0.90
H -4.49 2.07 1.31
H -2.93 0.89 1.20
H -1.32 1.09 0.39
O 0.80 0.67 1.17
H 1.41 -0.06 1.09
H 0.43 0.77 0.29

Calculated values
- energy above the lowest of the compared OMol25 structures with the same formula, charge and spin (kJ/mol) = 0.0
- Kohn-Sham gap (eV) = 9.1
- calculated total energy (hartree) = -1717.11548
- E_HOMO (Eh) = -0.3331
- largest force on an atom (hartree/bohr) = 0.12965
- SMILES = COC[C@H](C)N.NC(N)=O.NC(N)=O.NC(N)=O.NC(N)=O.NC(N)=O.NC(N)=O.O
- molecular weight (g mol⁻¹) = 467.49

[6]
Computed, not measured: C10H37NO8 as an isolated structure in a non-equilibrium geometry, with ωB97M-V with the def2-TZVPD basis set.

Geometry (Å):
C 7.44 -10.98 -5.81
C 7.52 -11.03 -4.24
O 7.93 -12.30 -3.80
H 6.90 -11.79 -6.24
H 8.46 -11.10 -6.19
H 6.98 -10.05 -6.10
H 6.50 -10.70 -3.85
H 8.19 -10.23 -3.91
H 8.58 -12.24 -3.09
C 13.61 -10.83 -0.91
C 13.43 -12.32 -0.97
O 12.12 -12.71 -0.49
H 13.65 -10.62 0.15
H 12.91 -10.18 -1.42
H 14.58 -10.67 -1.40
H 14.21 -12.80 -0.34
H 13.64 -12.68 -2.04
H 11.88 -13.68 -0.66
C 9.20 -6.73 -0.79
C 9.66 -7.35 -2.09
O 9.61 -8.80 -1.91
H 8.46 -7.24 -0.14
H 8.84 -5.78 -1.02
H 10.11 -6.56 -0.13
H 10.66 -7.08 -2.39
H 8.93 -7.17 -2.87
H 8.70 -9.06 -1.62
O 9.21 -10.65 1.00
H 9.95 -10.54 1.64
H 9.72 -11.27 -0.02
O 11.70 -11.43 1.92
H 12.17 -11.76 2.71
H 11.83 -12.12 1.23
O 6.81 -9.27 -0.44
H 7.54 -9.45 0.19
H 6.22 -9.98 -0.24
O 10.09 -11.35 -1.84
H 10.05 -10.41 -1.60
H 10.85 -11.84 -1.39
C 9.29 -15.27 -1.11
C 10.45 -15.80 -2.05
C 10.54 -15.26 -3.53
O 11.78 -15.74 -3.99
C 11.77 -16.79 -4.90
N 11.75 -15.37 -1.39
H 9.11 -14.21 -1.34
H 9.65 -15.31 -0.10
H 8.38 -15.88 -1.27
H 10.39 -16.89 -2.13
H 10.54 -14.20 -3.63
H 9.71 -15.68 -4.21
H 11.06 -17.55 -4.59
H 12.81 -17.19 -4.88
H 11.62 -16.48 -5.94
H 11.92 -15.88 -0.57
H 12.43 -15.52 -2.13

Calculated values
- energy above the lowest of the compared OMol25 structures with the same formula, charge and spin (kJ/mol) = 236.1
- Kohn-Sham gap (eV) = 10.1
- calculated total energy (hartree) = -1059.76409
- E_HOMO (Eh) = -0.3484
- largest force on an atom (hartree/bohr) = 0.11027
- molecular weight (g mol⁻¹) = 299.40

[7]
Computed, not measured: C10H40O10 as an isolated structure in a non-equilibrium geometry, with ωB97M-V with the def2-TZVPD basis set.

Geometry (Å):
C 0.25 0.22 0.05
O -0.26 0.70 -1.14
H -0.59 -0.24 0.57
H 1.09 -0.46 -0.10
H 0.53 1.15 0.56
H -0.37 1.64 -1.01
C -1.78 3.70 -0.95
O -0.79 2.71 -1.08
H -2.05 3.76 0.10
H -1.55 4.71 -1.29
H -2.69 3.40 -1.48
H 0.04 3.12 -1.34
C 0.85 -2.79 2.26
O 0.04 -1.72 1.78
H 1.83 -2.56 1.85
H 0.88 -2.83 3.35
H 0.44 -3.69 1.79
H 0.05 -1.77 0.82
C -2.30 1.16 3.27
O -1.27 0.30 2.87
H -2.29 2.04 2.63
H -3.29 0.72 3.16
H -2.26 1.51 4.30
H -1.49 0.08 1.96
C -2.68 0.34 -2.30
O -2.16 1.56 -2.89
H -3.55 0.14 -2.93
H -1.94 -0.46 -2.36
H -2.90 0.46 -1.24
H -1.36 1.89 -2.48
C 2.56 2.78 0.07
O 2.94 2.59 -1.28
H 1.48 2.84 0.10
H 2.94 1.95 0.67
H 3.06 3.66 0.47
H 3.68 1.99 -1.27
C 3.19 -0.79 0.88
O 3.83 -0.27 -0.38
H 3.22 -1.87 1.05
H 3.76 -0.32 1.68
H 2.15 -0.46 0.85
H 3.44 -0.78 -1.09
C -2.61 -1.81 1.54
O -2.47 -0.44 1.25
H -3.37 -2.26 0.91
H -1.62 -2.23 1.37
H -2.76 -2.09 2.58
H -3.18 -0.18 0.66
C 1.77 -0.84 -2.30
O 0.29 -0.69 -2.35
H 2.09 -1.76 -2.79
H 2.20 0.08 -2.69
H 2.14 -0.90 -1.28
H -0.04 0.05 -1.84
C 0.48 -3.20 -1.00
O 0.45 -2.13 -0.19
H 0.68 -2.81 -2.00
H 1.23 -3.94 -0.71
H -0.52 -3.62 -0.90
H 0.57 -1.36 -0.76

Calculated values
- energy above the lowest of the compared OMol25 structures with the same formula, charge and spin (kJ/mol) = 1485.3
- Kohn-Sham gap (eV) = 9.1
- calculated total energy (hartree) = -1156.78615
- E_HOMO (Eh) = -0.3190
- largest force on an atom (hartree/bohr) = 0.25621
- molecular weight (g mol⁻¹) = 320.42

[8]
Computed, not measured: a 10-piece molecular cluster, C10H40O10 overall in a non-equilibrium geometry, with ωB97M-V with the def2-TZVPD basis set.

Geometry (Å):
C 3.43 -13.27 14.20
O 4.07 -12.17 14.69
H 3.61 -14.12 14.87
H 2.36 -13.18 14.39
H 3.62 -13.52 13.16
H 3.37 -11.66 15.10
C 4.76 -5.63 18.73
O 5.45 -4.75 19.64
H 4.83 -6.70 18.90
H 3.71 -5.42 18.51
H 5.27 -5.45 17.79
H 4.85 -4.60 20.38
C 4.73 -8.38 12.26
O 4.99 -7.55 11.11
H 5.45 -9.20 12.34
H 4.75 -7.75 13.15
H 3.76 -8.86 12.13
H 5.35 -8.13 10.44
C 8.68 -9.40 11.84
O 9.99 -9.02 11.54
H 8.60 -9.87 12.82
H 8.07 -8.49 11.90
H 8.29 -10.07 11.08
H 9.92 -8.34 10.87
C 8.72 -6.44 13.82
O 7.32 -6.57 13.67
H 8.82 -5.60 14.52
H 9.19 -7.33 14.23
H 9.17 -6.12 12.88
H 7.10 -7.42 14.06
C 8.25 -5.86 17.90
O 7.90 -4.61 18.39
H 8.71 -6.43 18.71
H 7.39 -6.43 17.52
H 8.92 -5.82 17.04
H 7.13 -4.74 18.95
C 6.28 -9.57 20.31
O 5.75 -10.85 20.55
H 5.50 -8.98 19.81
H 6.53 -9.01 21.21
H 7.13 -9.57 19.63
H 6.40 -11.40 21.00
C 6.75 -12.44 12.73
O 6.64 -11.67 13.96
H 7.82 -12.60 12.56
H 6.34 -13.45 12.69
H 6.34 -11.90 11.88
H 5.83 -11.98 14.38
C 6.13 -9.16 16.20
O 6.67 -9.05 14.88
H 6.93 -9.51 16.87
H 5.71 -8.21 16.53
H 5.32 -9.88 16.33
H 6.75 -9.94 14.54
C 0.90 -11.07 17.08
O 2.26 -11.23 16.68
H 0.67 -10.26 17.78
H 0.13 -11.04 16.32
H 0.66 -11.88 17.77
H 2.78 -10.90 17.42

Calculated values
- energy above the lowest of the compared OMol25 structures with the same formula, charge and spin (kJ/mol) = 441.9
- Kohn-Sham gap (eV) = 9.4
- calculated total energy (hartree) = -1157.18358
- E_HOMO (Eh) = -0.3396
- largest force on an atom (hartree/bohr) = 0.05236
- SMILES = CO.CO.CO.CO.CO.CO.CO.CO.CO.CO
- molecular weight (g mol⁻¹) = 320.42

What did the sixth record say?
Computed, not measured: C10H37NO8 as an isolated structure in a non-equilibrium geometry, with ωB97M-V with the def2-TZVPD basis set.

Geometry (Å):
C 7.44 -10.98 -5.81
C 7.52 -11.03 -4.24
O 7.93 -12.30 -3.80
H 6.90 -11.79 -6.24
H 8.46 -11.10 -6.19
H 6.98 -10.05 -6.10
H 6.50 -10.70 -3.85
H 8.19 -10.23 -3.91
H 8.58 -12.24 -3.09
C 13.61 -10.83 -0.91
C 13.43 -12.32 -0.97
O 12.12 -12.71 -0.49
H 13.65 -10.62 0.15
H 12.91 -10.18 -1.42
H 14.58 -10.67 -1.40
H 14.21 -12.80 -0.34
H 13.64 -12.68 -2.04
H 11.88 -13.68 -0.66
C 9.20 -6.73 -0.79
C 9.66 -7.35 -2.09
O 9.61 -8.80 -1.91
H 8.46 -7.24 -0.14
H 8.84 -5.78 -1.02
H 10.11 -6.56 -0.13
H 10.66 -7.08 -2.39
H 8.93 -7.17 -2.87
H 8.70 -9.06 -1.62
O 9.21 -10.65 1.00
H 9.95 -10.54 1.64
H 9.72 -11.27 -0.02
O 11.70 -11.43 1.92
H 12.17 -11.76 2.71
H 11.83 -12.12 1.23
O 6.81 -9.27 -0.44
H 7.54 -9.45 0.19
H 6.22 -9.98 -0.24
O 10.09 -11.35 -1.84
H 10.05 -10.41 -1.60
H 10.85 -11.84 -1.39
C 9.29 -15.27 -1.11
C 10.45 -15.80 -2.05
C 10.54 -15.26 -3.53
O 11.78 -15.74 -3.99
C 11.77 -16.79 -4.90
N 11.75 -15.37 -1.39
H 9.11 -14.21 -1.34
H 9.65 -15.31 -0.10
H 8.38 -15.88 -1.27
H 10.39 -16.89 -2.13
H 10.54 -14.20 -3.63
H 9.71 -15.68 -4.21
H 11.06 -17.55 -4.59
H 12.81 -17.19 -4.88
H 11.62 -16.48 -5.94
H 11.92 -15.88 -0.57
H 12.43 -15.52 -2.13

Calculated values
- energy above the lowest of the compared OMol25 structures with the same formula, charge and spin (kJ/mol) = 236.1
- Kohn-Sham gap (eV) = 10.1
- calculated total energy (hartree) = -1059.76409
- E_HOMO (Eh) = -0.3484
- largest force on an atom (hartree/bohr) = 0.11027
- molecular weight (g mol⁻¹) = 299.40